The following is a DFT calculation (ωB97M-V with the def2-TZVPD basis set) of C21H24LaN2O2P2 as an isolated structure.

```
52
C21H24LaN2O2P2 ωB97M-V with the def2-TZVPD basis set
C -2.269 -4.457 -1.530
C -1.596 -3.303 -1.934
C -2.328 -2.075 -2.044
C -3.766 -2.100 -1.905
C -4.398 -3.314 -1.501
C -3.645 -4.443 -1.248
C -4.476 -0.906 -2.130
C -3.833 0.224 -2.660
C -2.398 0.186 -2.794
C -1.730 1.289 -3.427
C -2.455 2.442 -3.718
C -3.832 2.532 -3.447
C -4.534 1.421 -2.999
H -1.677 -5.362 -1.382
H -5.492 -3.314 -1.374
H -4.118 -5.380 -0.921
H -5.556 -0.883 -1.943
H -1.921 3.308 -4.125
H -4.361 3.457 -3.681
H -5.619 1.438 -2.857
N -1.700 -0.840 -2.157
La -0.691 -0.074 0.083
C -0.109 -3.341 -2.185
H 0.148 -2.768 -3.085
H 0.259 -4.369 -2.295
C -0.250 1.224 -3.712
H 0.023 0.257 -4.154
H 0.057 2.024 -4.398
P 0.739 -2.528 -0.742
P 0.668 1.383 -2.116
C 0.507 3.176 -1.832
H 1.090 3.443 -0.944
H 0.864 3.759 -2.691
H -0.537 3.440 -1.634
C 2.389 1.192 -2.690
H 2.648 1.908 -3.485
H 3.054 1.343 -1.829
H 2.541 0.166 -3.058
C 0.387 -3.735 0.570
H 0.723 -4.742 0.294
H 0.907 -3.412 1.481
H -0.687 -3.765 0.791
C 2.491 -2.847 -1.141
H 3.092 -2.469 -0.296
H 2.684 -3.926 -1.283
H 2.780 -2.289 -2.049
C -1.559 2.298 1.124
O -1.941 3.233 1.675
H -2.811 0.081 -0.144
O 2.049 1.417 3.713
C 1.520 0.926 2.761
N 0.959 0.430 1.803
```

Its relative energy (zero: lowest compared OMol25 entry of this formula, charge and spin) is 0.0 kJ/mol. As for the net charge: +1. The HOMO-LUMO gap is 0.250 hartree. For the energy, the calculation gives -1788.749156 hartree. The LUMO energy is -4.270 eV.


The following is a DFT calculation (ωB97M-V with the def2-TZVPD basis set) of a 2-piece molecular cluster, C2H7N3O overall.

```
13
C2H7N3O ωB97M-V with the def2-TZVPD basis set
H 2.775 -1.170 -0.055
N 1.796 -0.923 -0.041
C 1.016 -1.746 -0.613
N -0.325 -1.610 -0.463
H 1.255 -2.579 -1.280
H -0.925 -1.957 -1.196
H -0.621 -0.715 -0.096
N 0.187 1.666 0.750
C -1.151 1.702 0.576
O -1.803 0.853 0.005
H 0.712 0.843 0.448
H 0.695 2.343 1.302
H -1.603 2.618 0.974
```

Its relative energy (zero: lowest compared OMol25 entry of this formula, charge and spin) is 50.2 kJ/mol. The HOMO-LUMO gap is 0.380 hartree. As for the structure (SMILES): [H]/N=C/N.NC=O. For the energy, the calculation gives -319.930660 hartree. The LUMO energy is 1.051 eV.


The following is a DFT calculation (ωB97M-V with the def2-TZVPD basis set) of C34H43Cl2N4O3SbZn as an isolated structure.

```
88
C34H43Cl2N4O3SbZn ωB97M-V with the def2-TZVPD basis set
Zn 1.587 -1.363 -0.813
O 5.758 -3.524 1.885
C 5.162 -4.621 1.381
C 5.527 -5.872 1.851
C 4.858 -6.967 1.312
C 3.863 -6.877 0.378
C 3.374 -5.615 0.096
C 4.047 -4.488 0.574
C 3.578 -3.133 0.142
O 2.929 -3.036 -0.931
N 3.878 -2.149 1.018
N 3.192 -1.018 0.631
C 3.432 0.078 1.216
C 2.968 1.357 0.690
C 3.537 2.436 1.382
C 3.623 3.697 0.862
C 3.151 3.871 -0.446
C 2.545 2.843 -1.122
C 2.477 1.516 -0.641
O 1.982 0.491 -1.327
H 5.123 -2.724 1.704
H 6.410 -5.917 2.531
H 5.222 -7.894 1.664
H 3.427 -7.855 0.097
H 2.579 -5.418 -0.528
H 4.245 0.095 1.938
H 3.871 2.206 2.379
H 4.032 4.513 1.472
H 3.204 4.857 -0.921
H 2.193 3.007 -2.149
C -4.256 0.864 -0.985
C -2.828 1.188 -0.550
C -2.516 0.942 0.938
Sb -1.887 3.077 -1.151
C -3.585 4.414 -1.088
C -4.025 4.582 0.405
C -4.839 4.032 -1.861
C -2.110 2.716 -3.280
C -1.722 4.031 -4.023
C -1.325 1.480 -3.682
H -4.345 -0.199 -0.917
H -4.486 1.249 -1.975
H -4.982 1.245 -0.306
H -2.068 0.651 -1.204
H -2.710 1.858 1.499
H -1.465 0.653 1.173
H -3.142 0.187 1.421
H -3.209 5.379 -1.464
H -4.414 3.680 0.855
H -4.866 5.374 0.546
H -3.162 4.813 1.029
H -5.493 3.560 -1.080
H -4.695 3.347 -2.672
H -5.444 4.925 -2.150
H -3.118 2.509 -3.656
H -0.672 4.341 -3.809
H -2.358 4.810 -3.548
H -1.902 4.077 -5.135
H -0.287 1.459 -3.366
H -1.261 1.397 -4.774
H -1.778 0.591 -3.369
C 1.811 -0.141 4.703
C 0.438 -0.625 4.374
C 0.550 -1.728 3.270
C -0.334 0.507 3.783
C -0.189 -1.095 5.606
N -0.560 -1.491 6.638
H 2.261 0.387 3.859
H 2.484 -0.970 4.933
H 1.815 0.498 5.618
H 1.167 -1.260 2.461
H -0.436 -2.058 2.882
H 1.060 -2.651 3.614
H 0.133 0.772 2.844
H -0.474 1.348 4.471
H -1.332 0.229 3.516
Cl -2.820 -2.894 0.376
C -2.390 -2.489 -1.258
C -3.300 -2.857 -2.254
C -3.188 -2.519 -3.564
C -1.912 -1.977 -4.000
C -0.971 -1.765 -3.009
Cl 0.640 -1.339 -3.534
C -1.093 -2.000 -1.538
N -0.187 -1.836 -0.664
H -4.306 -3.222 -1.865
H -3.958 -2.705 -4.336
H -1.734 -1.847 -5.071
```

Its relative energy (zero: lowest compared OMol25 entry of this formula, charge and spin) is 142.1 kJ/mol. As for the net charge: -2. The HOMO-LUMO gap is 0.177 hartree. For the energy, the calculation gives -4706.063960 hartree. The LUMO energy is 4.268 eV.


The following is a DFT calculation (ωB97M-V with the def2-TZVPD basis set) of one molecule with the formula C4H5NO2.

```
12
C4H5NO2 ωB97M-V with the def2-TZVPD basis set
C -2.290 0.802 -0.173
C -1.064 0.380 -0.061
C 0.173 -0.051 -0.131
C 1.241 -0.093 0.940
O 1.970 -1.296 0.886
N 0.693 -0.520 -1.410
O -0.093 -0.564 -2.321
H -3.135 0.135 -0.022
H -2.496 1.836 -0.438
H 0.794 -0.028 1.935
H 1.904 0.778 0.814
H 2.304 -1.378 -0.019
```

Its relative energy (zero: lowest compared OMol25 entry of this formula, charge and spin) is 451.6 kJ/mol. The HOMO-LUMO gap is 0.317 hartree. As for the structure (SMILES): C=C=C(CO)N=O. For the energy, the calculation gives -360.497418 hartree. The LUMO energy is -0.702 eV.


The following is a DFT calculation (ωB97M-V with the def2-TZVPD basis set) of a 3-piece molecular cluster, C12H30NO6 overall.

```
49
C12H30NO6 ωB97M-V with the def2-TZVPD basis set
O -0.483 -0.847 -5.027
C 0.535 -1.947 -4.954
C 0.828 -2.132 -3.320
O 2.160 -1.662 -2.909
C 2.313 -0.207 -3.058
O 3.658 0.046 -3.614
C 3.617 0.276 -5.068
N 4.585 1.434 -5.392
O 3.772 2.516 -5.541
H -1.314 -1.217 -5.471
H 1.512 -1.617 -5.511
H 0.061 -2.944 -5.350
H 0.779 -3.309 -3.132
H -0.063 -1.685 -2.667
H 2.330 0.245 -1.953
H 1.440 0.332 -3.620
H 4.062 -0.654 -5.670
H 2.540 0.455 -5.499
H 3.232 2.662 -4.687
C -3.444 0.332 1.013
C -2.749 -0.490 -0.060
O -1.947 0.290 -0.943
C -0.879 1.024 -0.349
C 0.132 0.145 0.368
H -4.074 1.104 0.556
H -4.072 -0.311 1.639
H -2.730 0.837 1.666
H -3.511 -0.978 -0.676
H -2.152 -1.293 0.383
H -1.277 1.794 0.320
H -0.372 1.554 -1.163
H -0.318 -0.405 1.197
H 0.948 0.754 0.771
H 0.555 -0.593 -0.323
C -2.363 0.513 5.923
C -1.668 -0.309 4.850
O -0.866 0.472 3.966
C 0.202 1.205 4.561
C 1.214 0.327 5.277
H -2.993 1.286 5.466
H -2.991 -0.129 6.549
H -1.649 1.019 6.576
H -2.430 -0.796 4.233
H -1.071 -1.111 5.292
H -0.196 1.976 5.229
H 0.709 1.735 3.747
H 0.764 -0.223 6.107
H 2.029 0.935 5.680
H 1.636 -0.411 4.586
```

Its relative energy (zero: lowest compared OMol25 entry of this formula, charge and spin) is 526.6 kJ/mol. As for the net charge: -1. The HOMO-LUMO gap is 0.116 hartree. For the energy, the calculation gives -981.157730 hartree. The LUMO energy is 2.187 eV.


| no. | highest occupied orbital energy (hartree) |
| --- | --- |
| 1 | -0.4068 |
| 2 | -0.3417 |
| 3 | -0.0198 |
| 4 | -0.3428 |
| 5 | -0.0352 |